Record 1
107
Properties=species:S:1:pos:R:3:lowdin_charge:R:1 method="wB97M-V/def2-TZVPD" spin_multiplicity=1 energy_ha=-16400.54580 total_charge=-1 homo_energy_ha=-0.2620 molar_mass_g_mol=1637.100
C -3.48 -4.19 -1.45 -0.047
C -2.02 -4.52 -1.40 -0.411
N -1.37 -4.64 -2.48 0.152
C -1.38 -4.76 -0.04 -0.084
C -0.70 -3.50 0.54 -0.419
S 1.04 -4.06 1.01 0.712
O 1.88 -2.96 1.37 -0.245
O 1.08 -5.28 1.75 -0.264
F 1.48 -4.46 -0.46 -0.169
O -0.50 -2.49 -0.35 0.080
B -1.02 -1.21 0.24 -0.919
F -2.34 -1.05 -0.25 0.100
C -0.14 0.12 -0.09 -0.017
C -0.65 1.21 0.78 -0.544
O -1.50 2.01 0.50 0.091
O -0.05 1.24 2.04 0.050
O -1.06 -1.52 1.70 0.027
C -1.35 -2.85 1.83 -0.760
S -3.18 -2.97 1.95 0.874
O -0.77 -3.44 2.98 -0.127
N -0.58 -2.48 4.07 0.061
O -1.03 -2.89 5.05 0.109
H -4.06 -5.05 -1.09 0.082
H -3.72 -3.34 -0.81 0.045
H -3.76 -3.99 -2.49 0.076
H -0.40 -4.87 -2.30 0.047
H -2.12 -5.12 0.69 0.101
H -0.67 -5.58 -0.16 0.108
H -0.36 0.42 -1.11 0.064
H 0.92 -0.04 0.07 0.106
H -0.53 0.61 2.59 0.104
H -3.21 -4.11 2.66 -0.114
C 2.57 1.94 -2.41 -0.980
Cl 2.20 0.23 -2.68 0.543
Cl 1.17 2.74 -1.67 0.590
H 3.38 2.00 -1.70 -0.075
H 2.81 2.40 -3.35 0.017
C -2.70 3.34 -2.76 -0.997
Cl -2.35 4.97 -3.40 0.470
Cl -1.66 2.11 -3.47 0.509
H -2.53 3.35 -1.69 0.014
H -3.73 3.10 -2.99 0.023
C 6.73 2.48 -1.06 -0.980
Cl 6.36 3.25 -2.62 0.535
Cl 5.27 2.09 -0.16 0.538
H 7.27 1.56 -1.25 0.001
H 7.32 3.17 -0.47 -0.026
C 0.41 6.09 -0.44 -1.007
Cl -1.07 7.00 -0.70 0.503
Cl 1.85 6.97 -0.99 0.519
H 0.51 5.88 0.62 0.032
H 0.36 5.17 -1.01 -0.046
C 6.21 -2.17 -0.20 -1.050
Cl 4.79 -1.28 -0.73 0.525
Cl 7.74 -1.47 -0.78 0.498
H 6.23 -2.17 0.88 -0.004
H 6.14 -3.18 -0.59 -0.012
C 4.08 -4.98 0.91 -1.019
Cl 5.59 -4.75 1.83 0.537
Cl 4.39 -5.76 -0.65 0.532
H 3.42 -5.61 1.49 0.012
H 3.63 -4.01 0.73 -0.021
C -7.01 -2.22 3.79 -0.992
Cl -6.35 -3.51 2.78 0.471
Cl -6.07 -1.97 5.26 0.489
H -7.01 -1.31 3.21 0.030
H -8.02 -2.50 4.07 -0.006
C 2.92 10.56 -0.55 -1.054
Cl 1.71 11.71 -1.14 0.487
Cl 3.65 11.08 0.98 0.496
H 2.44 9.61 -0.40 -0.036
H 3.70 10.49 -1.30 0.019
C -5.19 -6.01 7.15 -1.019
Cl -5.23 -5.22 5.58 0.496
Cl -6.44 -7.26 7.31 0.482
H -4.23 -6.48 7.29 0.024
H -5.37 -5.27 7.92 0.023
C 7.64 6.38 -4.34 -1.037
Cl 7.25 7.77 -3.32 0.497
Cl 7.33 6.69 -6.05 0.496
H 8.70 6.17 -4.22 0.024
H 7.03 5.55 -4.02 -0.038
C 8.07 4.51 2.71 -1.014
Cl 8.89 4.98 1.21 0.506
Cl 6.38 4.07 2.45 0.524
H 8.59 3.65 3.12 0.023
H 8.11 5.35 3.39 0.021
C -9.89 -5.68 4.07 -1.019
Cl -10.50 -4.18 3.36 0.512
Cl -8.35 -6.18 3.36 0.495
H -9.73 -5.52 5.13 0.028
H -10.62 -6.46 3.89 -0.017
C -9.10 -9.78 2.27 -1.022
Cl -10.12 -9.23 3.61 0.511
Cl -9.92 -9.68 0.71 0.508
H -8.22 -9.15 2.24 0.008
H -8.83 -10.82 2.46 0.023
C 1.92 7.90 -4.71 -1.063
Cl 1.64 9.31 -3.69 0.504
Cl 1.51 8.18 -6.41 0.496
H 2.97 7.64 -4.66 0.025
H 1.30 7.09 -4.35 -0.018
C 0.81 4.18 -7.27 -1.012
Cl 1.58 4.67 -5.75 0.528
Cl -0.82 3.55 -7.02 0.511
H 0.74 5.06 -7.91 0.017
H 1.41 3.41 -7.72 0.023

=====

Record 2
20
Properties=species:S:1:pos:R:3:nbo_charge:R:1 method="wB97M-V/def2-TZVPD" spin_multiplicity=1 energy_ha=-328.27527 e_above_lowest_kcal_mol=27.3 smiles=C[C@H](N)CCCO total_charge=0 homo_energy_ha=-0.3568 molar_mass_g_mol=103.165
C 1.38 -0.50 1.26 -0.632
C 0.50 -0.86 0.08 -0.065
N 0.98 -2.06 -0.63 -0.817
C 0.36 0.26 -0.97 -0.414
C -0.57 1.46 -0.69 -0.435
C -1.62 1.19 0.38 -0.066
O -2.58 0.22 -0.02 -0.718
H 1.23 -1.22 2.07 0.210
H 2.43 -0.40 0.99 0.200
H 1.11 0.43 1.77 0.208
H -0.50 -1.00 0.49 0.201
H 1.98 -2.11 -0.47 0.343
H 0.70 -2.87 -0.06 0.352
H 0.02 -0.31 -1.82 0.219
H 1.38 0.58 -1.19 0.198
H 0.05 2.34 -0.49 0.218
H -1.10 1.70 -1.61 0.196
H -2.18 2.08 0.66 0.170
H -1.03 0.88 1.25 0.165
H -2.54 0.19 -0.99 0.466

=====

Number 1: HOMO-LUMO gap 0.319 hartree. Number 2: HOMO-LUMO gap 0.394 hartree.